Entry 1:
An isolated molecule of C20H21NO6S at a distorted geometry. Source: the Open Molecules 2025 dataset; level of theory: ωB97M-V with the def2-TZVPD basis set.

Structure (ORCA input):
```
! wB97M-V def2-TZVPD RIJCOSX def2/J DEFGRID3
* xyz 0 1
C -0.18 6.16 -1.40
O -0.90 5.93 -2.59
C -1.10 4.58 -2.91
C 0.18 3.83 -3.33
O 0.65 3.00 -2.28
C 1.82 3.30 -1.69
O 2.51 4.25 -2.02
C 2.15 2.37 -0.62
C 3.28 2.41 0.17
C 4.42 3.35 0.16
O 3.29 1.41 1.07
C 2.15 0.69 0.89
C 1.74 -0.43 1.59
C 0.54 -1.01 1.23
C -0.24 -0.47 0.19
N -1.43 -1.11 -0.15
S -2.44 -1.82 1.00
O -2.32 -1.16 2.27
O -3.72 -1.87 0.36
C -1.78 -3.48 1.12
C -1.41 -3.98 2.35
C -0.91 -5.27 2.43
C -0.79 -6.05 1.29
C -0.27 -7.46 1.38
C -1.18 -5.52 0.06
C -1.68 -4.24 -0.02
C 0.18 0.65 -0.51
C 1.39 1.23 -0.16
H -0.25 7.23 -1.21
H -0.62 5.61 -0.56
H 0.87 5.88 -1.50
H -1.55 4.04 -2.07
H -1.80 4.59 -3.75
H 0.96 4.55 -3.61
H -0.03 3.17 -4.18
H 4.48 3.87 1.12
H 4.28 4.08 -0.63
H 5.35 2.81 0.01
H 2.34 -0.83 2.40
H 0.18 -1.88 1.75
H -1.96 -0.66 -0.88
H -1.51 -3.36 3.23
H -0.61 -5.67 3.39
H 0.40 -7.57 2.23
H 0.26 -7.73 0.47
H -1.10 -8.15 1.51
H -1.09 -6.13 -0.83
H -1.99 -3.81 -0.97
H -0.42 1.06 -1.31
*
```

Calculated values
- energy relative to the best compared isomer or geometry (same formula, charge and spin) (kJ/mol) = 21.1
- HOMO-LUMO gap (eV) = 9.0
- HOMO level (eV) = -8.43
- SMILES = COCCOC(=O)c1c(C)oc2ccc(NS(=O)(=O)c3ccc(C)cc3)cc12
- DFT total energy (eV) = -45690.71303

---

Entry 2:
The ion C2H6N3 with charge +1 at a distorted geometry. Source: the Open Molecules 2025 dataset; level of theory: ωB97M-V with the def2-TZVPD basis set.

Structure (ORCA input):
```
! wB97M-V def2-TZVPD RIJCOSX def2/J DEFGRID3
* xyz 1 1
C -0.80 -0.40 -0.68
C 1.08 0.10 0.77
N -1.99 -0.16 0.03
N -2.91 0.14 0.67
N 0.44 0.34 -0.56
H -0.83 -1.23 -1.33
H 2.17 0.54 0.71
H 0.28 0.41 1.51
H 1.29 -0.97 0.81
H 1.10 -0.07 -1.36
H 0.18 1.30 -0.57
*
```

Calculated values
- energy relative to the best compared isomer or geometry (same formula, charge and spin) (kJ/mol) = 392.3
- HOMO-LUMO gap (eV) = 9.0
- HOMO level (eV) = -13.76
- DFT total energy (eV) = -6631.02029

---

Entry 3:
A cluster of 2 separate species, C2H5BrSe in total at a distorted geometry. Source: the Open Molecules 2025 dataset; level of theory: ωB97M-V with the def2-TZVPD basis set.

Structure (ORCA input):
```
! wB97M-V def2-TZVPD RIJCOSX def2/J DEFGRID3
* xyz 0 1
C -1.18 0.12 -0.53
C 1.40 0.59 0.82
Se -0.68 -1.15 -1.68
Br 0.69 0.29 2.47
H -1.72 0.03 0.34
H -1.20 1.00 -1.16
H 0.90 1.45 0.26
H 2.08 -0.08 0.42
H -0.29 -2.25 -0.94
*
```

Calculated values
- energy relative to the best compared isomer or geometry (same formula, charge and spin) (kJ/mol) = 393.5
- HOMO-LUMO gap (alpha / beta) (eV) = 8.2 / 7.6
- HOMO level (alpha / beta) (eV) = -8.10 / -7.52
- DFT total energy (eV) = -137539.14443

---

Entry 4:
A structure of composition C39H51Cl2N2O2P3Re at a distorted geometry. Source: the Open Molecules 2025 dataset; level of theory: ωB97M-V with the def2-TZVPD basis set.

Structure (ORCA input):
```
! wB97M-V def2-TZVPD RIJCOSX def2/J DEFGRID3
* xyz 2 4
P -0.82 3.09 -3.56
C -1.55 1.85 -4.58
C -2.69 2.40 -5.22
H -3.11 3.33 -4.82
C -3.14 1.89 -6.42
H -3.91 2.44 -6.96
C -2.56 0.72 -6.92
H -2.92 0.34 -7.86
C -1.56 0.06 -6.21
H -1.17 -0.87 -6.63
C -1.05 0.59 -5.02
H -0.27 0.07 -4.48
C -1.81 3.61 -2.21
C -2.98 3.05 -1.62
H -3.17 1.98 -1.66
C -3.91 3.88 -0.98
H -4.84 3.50 -0.55
C -3.64 5.24 -0.88
H -4.37 5.89 -0.43
C -2.41 5.77 -1.28
H -2.17 6.84 -1.17
C -1.45 4.93 -1.81
H -0.45 5.28 -2.08
C 0.97 3.05 -3.58
C 1.27 3.66 -4.82
H 0.42 3.91 -5.47
C 2.57 4.00 -5.16
H 2.74 4.52 -6.10
C 3.60 3.67 -4.26
H 4.61 3.96 -4.51
C 3.35 2.99 -3.06
H 4.19 2.77 -2.40
C 2.03 2.64 -2.73
H 1.86 2.04 -1.83
Re -0.59 -1.93 0.74
C -0.50 -0.40 2.19
C -0.54 0.93 1.85
H -0.36 -0.67 3.26
C -0.74 1.28 0.38
O 0.29 2.23 0.04
H 0.21 2.54 -0.90
C -0.71 -0.09 -0.20
H -1.68 1.84 0.25
C -0.39 -1.14 -0.94
Cl -0.22 -3.93 2.34
Cl -0.92 -3.79 -0.67
P -2.88 -1.73 1.04
C -3.60 -3.34 1.43
H -3.44 -3.55 2.49
H -3.09 -4.10 0.83
H -4.67 -3.30 1.19
C -3.72 -0.64 2.25
H -3.54 0.42 2.02
H -3.33 -0.84 3.25
H -4.80 -0.83 2.24
C -3.72 -1.22 -0.50
H -3.20 -1.64 -1.37
H -3.72 -0.13 -0.60
H -4.75 -1.58 -0.50
P -0.39 2.42 2.93
C -0.57 1.92 4.62
C -1.70 3.55 2.31
H 0.27 1.28 4.89
H -1.52 1.39 4.73
H -0.56 2.84 5.23
H -1.44 3.93 1.30
H -1.82 4.39 3.01
H -2.65 2.97 2.24
C 1.22 3.24 2.66
H 2.00 2.45 2.67
H 1.40 3.96 3.48
H 1.23 3.76 1.69
H -0.09 -1.26 -1.96
C 3.88 -5.55 5.61
C 3.01 -5.58 4.37
N 3.51 -4.85 3.18
C 3.75 -5.63 1.95
C 2.60 -6.51 1.57
C 3.61 -3.49 3.28
O 3.75 -2.94 4.36
C 3.38 -2.67 2.02
C 4.23 -2.57 0.92
C 3.75 -1.89 -0.19
C 2.41 -1.51 -0.23
N 1.60 -1.71 0.82
C 2.18 -1.96 2.02
H 4.86 -5.97 5.38
H 3.39 -6.16 6.36
H 3.98 -4.53 5.99
H 2.89 -6.60 4.03
H 2.03 -5.16 4.61
H 3.96 -4.94 1.14
H 4.64 -6.25 2.14
H 1.71 -5.91 1.38
H 2.90 -7.03 0.66
H 2.40 -7.24 2.36
H 5.22 -3.03 0.95
H 4.35 -1.73 -1.08
H 1.96 -1.10 -1.14
H 1.59 -1.79 2.92
*
```

Calculated values
- HOMO-LUMO gap (alpha / beta) (eV) = 6.7 / 4.4
- HOMO level (alpha / beta) (eV) = -12.08 / -12.21
- DFT total energy (eV) = -103370.44785

---

Entry 5:
The ion C4H8N with charge +1 at a distorted geometry. Source: the Open Molecules 2025 dataset; level of theory: ωB97M-V with the def2-TZVPD basis set.

Structure (ORCA input):
```
! wB97M-V def2-TZVPD RIJCOSX def2/J DEFGRID3
* xyz 1 1
C -0.79 0.00 -2.15
C 0.20 0.13 -1.27
C 0.30 -0.74 0.02
N 0.17 -0.26 1.51
C 0.16 0.93 1.90
H -0.95 0.59 -3.09
H -1.65 -0.71 -1.99
H 1.10 0.81 -1.19
H -0.53 -1.51 0.07
H 1.41 -1.14 0.18
H 0.39 -1.13 1.96
H 0.22 1.22 2.91
H -0.03 1.81 1.13
*
```

Calculated values
- energy relative to the best compared isomer or geometry (same formula, charge and spin) (kJ/mol) = 161.3
- HOMO-LUMO gap (eV) = 9.7
- HOMO level (eV) = -14.69
- SMILES = C=CC[NH+]=C
- DFT total energy (eV) = -5758.19234

---

Entry 6:
A cluster of 2 separate species, C7H4N2O2S in total at a distorted geometry. Source: the Open Molecules 2025 dataset; level of theory: ωB97M-V with the def2-TZVPD basis set.

Structure (ORCA input):
```
! wB97M-V def2-TZVPD RIJCOSX def2/J DEFGRID3
* xyz -2 3
C 2.07 0.09 0.56
C 1.04 0.71 1.24
C 2.04 -0.62 -0.62
C -0.11 -0.18 -1.45
C -0.35 0.84 0.92
C -0.72 0.71 -0.51
C -2.97 -1.27 0.29
N 1.04 -0.78 -1.51
N -2.41 -0.81 -0.64
O -1.15 1.21 1.78
O -3.59 -1.83 1.16
S -1.49 2.06 -1.18
H 3.05 0.14 1.05
H 1.30 1.19 2.18
H 2.97 -1.10 -0.95
H -0.72 -0.36 -2.33
*
```

Calculated values
- HOMO-LUMO gap (alpha / beta) (eV) = 4.0 / 5.8
- HOMO level (alpha / beta) (eV) = 2.02 / -0.15
- DFT total energy (eV) = -25230.48206

---

Entry 7:
A structure of composition C20H31N3O2S. Source: the Open Molecules 2025 dataset; level of theory: ωB97M-V with the def2-TZVPD basis set.

Structure (ORCA input):
```
! wB97M-V def2-TZVPD RIJCOSX def2/J DEFGRID3
* xyz 0 1
C -0.15 -3.75 2.22
C -0.04 -3.96 0.71
C 0.07 -2.63 -0.05
C -1.27 -1.92 -0.16
N -1.17 -0.53 -0.56
C -1.13 -0.20 -1.97
C -0.84 0.36 0.43
O -0.72 0.00 1.58
C -0.61 1.81 0.01
C -0.46 2.76 1.18
C 0.39 3.98 0.82
C 0.63 4.87 2.04
C -0.69 5.31 2.68
C -1.56 4.10 3.01
C -1.78 3.25 1.77
C -3.04 2.45 1.68
C -2.90 3.70 0.86
N 0.63 -2.80 -1.39
C 1.87 -3.32 -1.60
O 2.70 -3.43 -0.71
C 2.18 -3.71 -3.01
C 1.30 -4.23 -3.91
S 2.11 -4.56 -5.35
N 3.57 -4.04 -4.83
C 3.49 -3.62 -3.58
C 4.71 -3.11 -2.89
H -0.25 -4.70 2.73
H 0.74 -3.25 2.60
H -1.01 -3.13 2.48
H 0.85 -4.55 0.50
H -0.90 -4.52 0.33
H 0.75 -1.98 0.51
H -1.90 -2.44 -0.89
H -1.77 -1.96 0.80
H -1.61 0.76 -2.17
H -0.11 -0.16 -2.37
H -1.68 -0.96 -2.52
H 0.31 1.82 -0.59
H -1.40 2.13 -0.67
H 0.05 2.21 1.98
H 1.35 3.64 0.41
H -0.11 4.55 0.03
H 1.22 4.31 2.77
H 1.22 5.74 1.75
H -0.50 5.90 3.58
H -1.23 5.96 1.98
H -1.08 3.49 3.77
H -2.53 4.42 3.41
H -3.02 1.50 1.17
H -3.71 2.47 2.54
H -3.46 4.58 1.17
H -2.79 3.60 -0.21
H 0.00 -2.80 -2.17
H 0.25 -4.45 -3.77
H 4.52 -2.14 -2.44
H 4.99 -3.78 -2.07
H 5.53 -3.04 -3.60
*
```

Calculated values
- energy relative to the best compared isomer or geometry (same formula, charge and spin) (kJ/mol) = 24.4
- HOMO-LUMO gap (eV) = 9.8
- HOMO level (eV) = -9.45
- DFT total energy (eV) = -40644.60757

---

Entry 8:
An isolated molecule of C5H9NO. Source: the Open Molecules 2025 dataset; level of theory: ωB97M-V with the def2-TZVPD basis set.

Structure (ORCA input):
```
! wB97M-V def2-TZVPD RIJCOSX def2/J DEFGRID3
* xyz 0 1
C -1.36 -0.11 -0.73
C 0.07 -0.13 -0.17
C 1.10 -0.38 -1.26
C 0.36 1.13 0.66
O -0.10 0.78 1.98
C -0.09 -0.57 1.97
N 0.08 -1.19 0.88
H -1.62 -1.11 -1.09
H -1.45 0.60 -1.55
H -2.06 0.17 0.06
H 0.84 0.18 -2.17
H 2.10 -0.07 -0.96
H 1.13 -1.44 -1.52
H 1.44 1.33 0.73
H -0.16 2.03 0.32
H -0.27 -1.03 2.94
*
```

Calculated values
- energy relative to the best compared isomer or geometry (same formula, charge and spin) (kJ/mol) = 94.1
- HOMO-LUMO gap (eV) = 10.6
- HOMO level (eV) = -9.66
- SMILES = CC1(C)COC=N1
- DFT total energy (eV) = -8868.23744

---

Please write out number 5 again, unchanged.
The ion C4H8N with charge +1 at a distorted geometry. Source: the Open Molecules 2025 dataset; level of theory: ωB97M-V with the def2-TZVPD basis set.

Structure (ORCA input):
```
! wB97M-V def2-TZVPD RIJCOSX def2/J DEFGRID3
* xyz 1 1
C -0.79 0.00 -2.15
C 0.20 0.13 -1.27
C 0.30 -0.74 0.02
N 0.17 -0.26 1.51
C 0.16 0.93 1.90
H -0.95 0.59 -3.09
H -1.65 -0.71 -1.99
H 1.10 0.81 -1.19
H -0.53 -1.51 0.07
H 1.41 -1.14 0.18
H 0.39 -1.13 1.96
H 0.22 1.22 2.91
H -0.03 1.81 1.13
*
```

Calculated values
- energy relative to the best compared isomer or geometry (same formula, charge and spin) (kJ/mol) = 161.3
- HOMO-LUMO gap (eV) = 9.7
- HOMO level (eV) = -14.69
- SMILES = C=CC[NH+]=C
- DFT total energy (eV) = -5758.19234

---

- What is the DFT total energy in the fifth record?
  -5758.19234 eV